(1)
157
Properties=species:S:1:pos:R:3 method="wB97M-V/def2-TZVPD" energy_ha=-3078.3287 gap_ev=11.27 e_lumo_ha=-0.3387 charge=+5 spin_multiplicity=1
P 0.3152 -0.0750 0.1877
F 1.2234 -1.2489 -0.4453
F -0.6713 -0.2596 -1.1344
F -0.5601 -1.1901 0.9665
F -0.6704 1.0943 0.6927
F 1.3319 0.1193 1.4103
F 1.1499 1.0807 -0.6268
C -2.4100 -2.8876 -2.1003
N -3.4861 -2.5437 -3.0561
C -3.5746 -3.6286 -4.0766
C -4.7754 -2.3439 -2.3414
C -3.1176 -1.1812 -3.7315
C -1.8020 -1.1193 -4.4603
O -1.9705 -1.6216 -5.7873
H -2.6225 -3.7861 -1.5206
H -2.2338 -2.0500 -1.4279
H -1.5213 -3.1385 -2.6691
H -2.6168 -3.7093 -4.5731
H -4.3233 -3.3637 -4.8194
H -3.8192 -4.5779 -3.6043
H -4.8056 -1.3725 -1.8670
H -4.8244 -3.1782 -1.6390
H -5.5975 -2.5450 -3.0249
H -3.1495 -0.5426 -2.8529
H -3.9432 -1.0501 -4.4271
H -0.9876 -1.5940 -3.9144
H -1.5034 -0.0861 -4.6365
H -1.4343 -2.4006 -5.9586
C -2.7461 4.8629 -3.2273
N -2.0869 3.6000 -2.7251
C -1.6250 2.7699 -3.8645
C -0.8700 4.0115 -1.9387
C -2.9702 2.8456 -1.7521
C -4.3954 2.6384 -2.2244
O -4.4166 1.8264 -3.3949
H -3.3284 4.6194 -4.1089
H -1.9314 5.5083 -3.5605
H -3.1977 5.3845 -2.3897
H -0.9972 1.9823 -3.4462
H -0.9748 3.4138 -4.4593
H -2.4237 2.3895 -4.4862
H -0.4696 3.1018 -1.4856
H -1.1854 4.7151 -1.1770
H -0.1106 4.3578 -2.6336
H -2.9799 3.4771 -0.8645
H -2.4637 1.9062 -1.5247
H -4.8155 3.6027 -2.5155
H -4.9352 2.1939 -1.3846
H -5.2961 1.8574 -3.7881
C -3.1154 -2.3662 2.4457
C -4.5944 -1.9792 2.5439
C -4.8031 -1.2119 3.8452
N -6.2277 -1.0341 4.3172
C -6.7924 -2.3556 4.7629
C -6.3395 -0.0144 5.4109
C -6.3371 1.3601 4.7361
C -6.6842 1.0521 3.2750
C -7.0855 -0.4206 3.2592
H -2.9409 -3.1551 3.1841
H -2.4038 -1.5779 2.7008
H -2.7605 -2.7827 1.5026
H -5.0932 -2.9461 2.6368
H -5.0397 -1.4250 1.7190
H -4.3321 -0.2291 3.8431
H -4.3563 -1.7763 4.6681
H -6.1998 -2.7456 5.5824
H -6.7870 -3.0219 3.9044
H -7.8400 -2.1873 4.9957
H -7.2623 -0.1733 5.9674
H -5.5544 -0.2159 6.1420
H -7.1278 1.9689 5.1686
H -5.4012 1.8867 4.9012
H -7.4730 1.6681 2.8473
H -5.8486 1.2013 2.5806
H -8.1049 -0.4921 3.6441
H -7.0416 -0.9677 2.3246
C -0.0571 -3.6154 4.8717
C 0.0015 -4.4990 3.6102
C 1.0106 -3.9799 2.6326
N 1.3441 -4.8704 1.4457
C 1.9007 -6.1562 2.0008
C 2.3373 -4.1921 0.5245
C 1.9853 -4.6372 -0.8925
C 0.6999 -5.4558 -0.7548
C 0.1079 -5.1036 0.5921
H 0.9653 -3.3526 5.1605
H -0.6027 -4.0744 5.6839
H -0.4149 -2.6228 4.5700
H -1.0057 -4.6479 3.2242
H 0.3791 -5.4574 3.9792
H 2.0035 -3.7134 3.0064
H 0.7102 -3.0058 2.2114
H 1.0956 -6.7000 2.4754
H 2.6930 -5.9078 2.7028
H 2.3616 -6.6979 1.1776
H 3.3281 -4.2288 0.9693
H 2.0127 -3.1563 0.6423
H 2.7909 -5.1287 -1.4340
H 1.8620 -3.7059 -1.4520
H 1.0058 -6.5029 -0.8013
H 0.0120 -5.3326 -1.5896
H -0.4493 -5.9338 1.0124
H -0.3405 -4.1111 0.6436
C 2.2521 0.2988 -3.3848
C 3.6649 0.6601 -3.8783
C 4.5503 1.3818 -2.8762
N 5.8329 1.9227 -3.4432
C 6.6480 0.8162 -4.0253
C 5.5595 3.0176 -4.4360
C 6.8576 3.8082 -4.4200
C 7.0999 3.9546 -2.9210
C 6.6671 2.6062 -2.3513
H 2.3306 -0.5608 -2.7189
H 1.6970 -0.0679 -4.2521
H 1.6690 1.1144 -2.9691
H 3.5137 1.2620 -4.7835
H 4.1198 -0.2363 -4.2991
H 4.7914 0.6482 -2.1017
H 3.9533 2.1807 -2.4374
H 7.4959 1.2013 -4.5792
H 6.0729 0.2221 -4.7320
H 6.8959 0.1387 -3.2126
H 5.2778 2.5866 -5.3917
H 4.8038 3.7315 -4.1079
H 7.6854 3.2763 -4.8978
H 6.8248 4.7296 -4.9989
H 8.1138 4.2513 -2.6665
H 6.4534 4.7362 -2.5141
H 7.4796 1.9399 -2.0715
H 6.0531 2.6806 -1.4537
C 2.4814 5.3256 0.6832
C 3.4721 4.5905 1.5781
C 2.7773 3.5772 2.4516
N 3.7395 2.7273 3.2729
C 4.6992 3.5567 4.0407
C 4.5323 1.8049 2.3331
C 4.2564 0.3788 2.7915
C 3.8028 0.5013 4.2448
C 3.0132 1.8227 4.2343
H 1.8335 4.6066 0.1687
H 2.9914 5.8784 -0.1074
H 1.8711 6.0677 1.1951
H 4.0095 5.3448 2.1556
H 4.2483 4.1324 0.9583
H 2.1816 2.8635 1.8835
H 2.1944 4.0680 3.2337
H 4.1358 4.2827 4.6340
H 5.3561 4.1536 3.4206
H 5.2025 2.9051 4.7488
H 5.5714 2.0626 2.5305
H 4.3362 1.9631 1.2789
H 5.1322 -0.2691 2.7600
H 3.4930 -0.0914 2.1752
H 4.6487 0.6472 4.9160
H 3.1270 -0.2781 4.5804
H 2.9395 2.3270 5.1932
H 2.0191 1.6163 3.8366


(2)
13
Properties=species:S:1:pos:R:3 method="wB97M-V/def2-TZVPD" energy_ha=-286.4514 gap_ev="7.73 / 7.25" e_above_lowest_kj_mol=482.6 e_lumo_ha="-0.2169 / -0.2396" charge=+1 spin_multiplicity=1
C -1.3867 -1.9672 -3.8909
C -0.8978 -1.3870 -2.4717
C -0.3989 -0.9327 -1.2770
C 0.0558 -0.3279 -0.2244
C 0.3307 -0.0534 0.9798
N 0.7776 0.4499 2.0713
C 0.9199 1.8084 2.5257
H -1.4921 -1.1923 -4.5035
H -1.3371 -3.0348 -3.7966
H 0.7202 -0.1318 2.9498
H 1.5047 2.4250 1.8128
H -0.1022 2.3419 2.2513
H 1.3059 2.0019 3.5735


(3)
21
Properties=species:S:1:pos:R:3 method="wB97M-V/def2-TZVPD" energy_ha=-460.7719 gap_ev=11.13 e_above_lowest_kj_mol=88.3 e_lumo_ha=0.0218 charge=0 spin_multiplicity=1
C -15.7050 -8.5778 -22.0085
C -17.1692 -8.9390 -21.5707
O -17.0823 -9.4817 -20.2728
H -15.6045 -8.3418 -23.0679
H -15.0580 -9.4472 -21.8920
H -15.3577 -7.7113 -21.4457
H -17.6663 -9.5473 -22.3263
H -17.7407 -8.0197 -21.4428
H -16.4841 -10.2321 -20.2458
O -20.3785 -5.8615 -20.7279
H -19.8302 -6.6262 -20.9033
H -21.2234 -6.2270 -20.4656
O -21.4069 -3.0387 -21.4928
H -21.1507 -3.9499 -21.3503
H -21.4400 -2.9448 -22.4448
O -22.6691 -7.4975 -19.2481
H -22.7001 -6.7927 -18.6012
H -22.5179 -8.2898 -18.7328
O -22.6281 -3.4822 -19.0224
H -22.0122 -3.5590 -19.7510
H -22.3457 -2.6984 -18.5510


(4)
17
Properties=species:S:1:pos:R:3 method="wB97M-V/def2-TZVPD" energy_ha=-417.2482 gap_ev=10.29 e_above_lowest_kj_mol=591.6 e_lumo_ha=0.0237 charge=0 spin_multiplicity=1
C 0.3933 -1.7588 0.4645
N 0.6793 -1.0989 1.5436
O 0.5256 -1.8251 2.6981
H 0.6445 -1.2338 -0.4460
H 0.3986 -2.8471 0.4541
H 0.5139 -1.1592 3.4007
C -0.2116 1.6953 -0.6228
O 0.4619 0.8567 -1.5478
N 1.0798 1.6556 -2.5692
H -0.7311 1.0264 0.0601
H 0.5000 2.3079 -0.0656
H -0.9320 2.3365 -1.1328
H 2.0851 1.5582 -2.4310
H 0.8381 1.1971 -3.4443
O -1.9634 -0.5938 1.3130
H -2.9131 -0.7026 1.4607
H -1.3688 -1.4145 0.8647


(5)
14
Properties=species:S:1:pos:R:3 method="wB97M-V/def2-TZVPD" energy_ha=-324.7098 gap_ev=9.27 e_above_lowest_kj_mol=38.4 e_lumo_ha=0.0311 charge=0 spin_multiplicity=1
C 1.6290 1.1387 0.2302
C 0.4579 0.2319 0.0851
C 0.1921 -0.8016 0.8793
N -0.9380 -1.5158 0.4507
C -1.5610 -0.8524 -0.5830
O -2.6103 -1.1700 -1.0988
C -0.6820 0.3713 -0.8774
H 2.2161 1.1239 -0.6972
H 2.2816 0.7779 1.0337
H 1.3415 2.1750 0.4353
H 0.5136 -0.7550 1.9063
H -1.2041 -2.4468 0.7316
H -1.2519 1.2667 -0.5914
H -0.4450 0.4586 -1.9392


(6)
78
Properties=species:S:1:pos:R:3 method="wB97M-V/def2-TZVPD" energy_ha=-2319.0670 gap_ev=9.67 e_lumo_ha=-0.0001 charge=0 spin_multiplicity=1
O -2.9699 -13.6927 -6.2655
C -2.9242 -13.7598 -7.4923
O -3.6443 -14.6780 -8.1637
C -3.2147 -14.6840 -9.4094
C -2.7055 -13.2192 -9.6633
F -3.8656 -12.4996 -9.9110
O -2.3682 -12.8190 -8.2927
H -2.3568 -15.3556 -9.4420
H -4.0152 -15.0670 -10.0423
H -2.0305 -13.1899 -10.5187
O 2.6761 -15.7598 -7.7381
C 1.9815 -16.8125 -7.5972
O 2.4223 -18.0866 -7.6396
C 1.3595 -19.0012 -7.8171
C 0.2361 -18.2025 -7.0844
F 0.4258 -18.3318 -5.7987
O 0.5956 -16.8682 -7.5044
H 1.1715 -19.1932 -8.8735
H 1.5052 -19.9924 -7.3875
H -0.7496 -18.6029 -7.3212
O 1.3741 -22.6256 -14.6078
C 1.5860 -21.4470 -14.8402
O 2.3271 -20.5840 -14.0563
C 2.2068 -19.2470 -14.5781
C 1.7745 -19.5634 -16.0436
F 2.8061 -19.8859 -16.8096
O 1.0633 -20.7147 -15.8622
H 1.4658 -18.5463 -14.1932
H 3.1673 -18.7326 -14.5497
H 1.1947 -18.8034 -16.5674
C -3.4414 -16.9794 -14.6576
N -2.7929 -17.8152 -15.7046
C -3.6175 -18.9854 -16.0195
C -1.6411 -17.6522 -16.2718
O -1.1912 -18.2643 -17.2290
H -2.8968 -16.0586 -14.4484
H -3.5562 -17.6124 -13.7778
H -4.4663 -16.7026 -14.9048
H -3.3100 -19.7753 -15.3344
H -4.6766 -18.8714 -15.7884
H -3.6524 -19.1205 -17.1006
H -1.1172 -16.8767 -15.6918
C -0.4382 -13.2304 -18.8437
N -1.5243 -13.0897 -17.8429
C -2.6859 -12.4905 -18.4207
C -1.4954 -13.7527 -16.6518
O -2.4603 -13.8298 -15.9350
H -0.7830 -13.8903 -19.6398
H 0.4891 -13.6713 -18.4781
H -0.2790 -12.2940 -19.3784
H -3.2246 -13.1738 -19.0772
H -3.3244 -12.0851 -17.6358
H -2.3927 -11.6130 -18.9971
H -0.5970 -14.3129 -16.3494
C 3.5386 -12.8464 -16.7798
N 2.7465 -13.8471 -15.9813
C 2.1799 -13.3476 -14.6812
C 2.2393 -14.9484 -16.4974
O 1.3530 -15.6361 -15.9189
H 4.2319 -13.2355 -17.5255
H 4.2005 -12.3831 -16.0482
H 2.8735 -12.1225 -17.2506
H 1.4963 -14.0362 -14.1847
H 3.0177 -13.2464 -13.9912
H 1.6667 -12.3925 -14.7930
H 2.7473 -15.1531 -17.4525
C -0.9697 -15.4507 -12.5346
N 0.2060 -15.5811 -11.6423
C 0.7925 -16.9456 -11.6216
C 0.7382 -14.5615 -10.9081
O 0.3036 -13.4223 -10.8955
H -1.5343 -16.3686 -12.6984
H -0.6491 -15.1300 -13.5258
H -1.6509 -14.6278 -12.3183
H 0.9681 -17.1407 -12.6795
H 1.7625 -16.9638 -11.1247
H 0.1401 -17.6723 -11.1375
H 1.6940 -14.8124 -10.4226


(7)
10
Properties=species:S:1:pos:R:3 method="wB97M-V/def2-TZVPD" energy_ha=-346.5228 gap_ev=11.66 e_above_lowest_kj_mol=120.8 e_lumo_ha=0.0296 charge=0 spin_multiplicity=1
N -0.3179 0.9861 2.2831
C -0.4099 0.1233 1.5443
C -0.3645 -0.8378 0.5188
C 0.2989 0.0074 -0.9841
O -0.1408 1.3271 -1.0752
F 1.6231 0.0081 -0.8785
H -1.3275 -1.2785 0.3772
H 0.2179 -1.7160 0.5120
H 0.1607 -0.5327 -1.8939
H 0.2601 1.9129 -0.4036


(8)
17
Properties=species:S:1:pos:R:3 method="wB97M-V/def2-TZVPD" energy_ha=-611.9034 gap_ev=9.71 e_above_lowest_kj_mol=101.6 e_lumo_ha=0.0346 charge=0 spin_multiplicity=1
C -2.2788 -0.8131 -1.2787
N -1.7796 0.2906 -0.4241
C -0.2854 0.3138 -0.2689
C 0.3564 1.3344 -1.1637
C 0.2305 0.1314 1.1836
S 1.8524 -0.6653 1.0700
H -1.6176 -0.9364 -2.1397
H -3.3092 -0.5817 -1.5238
H -2.1728 -1.6961 -0.6525
H -2.0416 1.2145 -0.7332
H -0.1300 -0.7264 -0.6320
H 1.3428 1.6972 -0.8765
H -0.3506 2.1754 -1.1101
H 0.4622 1.0485 -2.2081
H -0.5578 -0.4173 1.6954
H 0.2172 1.1123 1.6721
H 2.6349 0.2048 1.7258